185
Properties=species:S:1:pos:R:3 method="wB97M-V/def2-TZVPD" energy_ev=-79542.9236 homo_ev=-15.60 homo_lumo_gap_ev=5.5 charge=+5
O 0.4130 -4.2036 4.6524
O -6.0147 -1.1448 1.4006
O -0.9018 0.0846 -0.2761
O 2.6244 -0.3695 6.8398
O -1.3514 -4.5083 -1.5668
O 1.8878 -2.2263 5.9171
O -1.2817 -2.0264 -0.7122
N -0.1999 2.3001 -4.2505
N -2.3409 -3.5350 3.2080
N -1.3714 -3.9467 -4.5879
N -5.0910 -0.1286 -2.1443
N -2.7400 3.0301 2.4650
N 4.3959 2.8018 -0.5149
N 4.9436 -1.9807 2.9732
C -5.4748 1.0969 4.3842
C 7.0846 -2.2093 4.2531
C 1.7218 3.5197 -5.3292
C 2.3807 1.7020 0.2498
C -0.0991 -4.6052 -2.3595
C -2.4489 4.5998 -1.9175
C -0.7607 -3.6962 5.3161
C -1.6264 -4.1494 1.9804
C -5.8697 -0.1901 -0.7870
C 2.6129 2.9421 1.1000
C 1.0271 -0.1710 4.9962
C -2.8246 4.5298 3.0075
C 1.2223 2.9246 -4.0578
C 6.4962 -1.8810 2.9299
C -1.5312 -5.4266 -5.0552
C -1.2582 2.8629 2.1626
C -3.4298 2.9150 1.0985
C -1.2950 3.2650 -3.7009
C 6.1063 -3.2060 4.8140
C -3.8529 -3.6459 2.9972
C -1.1519 -3.2018 -5.8582
C -1.9643 -4.1765 4.6070
C -0.5521 -1.1134 -0.1561
C -3.3667 1.9922 3.3506
C -0.2041 0.9670 -3.4355
C 5.6514 1.8909 -0.4165
C -5.2997 -1.4964 -2.9273
C 4.2920 -2.6761 1.7541
C -2.1568 -2.0152 3.1818
C -4.9672 2.0486 3.3615
C -0.2236 2.0296 -5.7665
C 4.6552 3.8846 -1.5783
C 4.0357 3.4028 0.8609
C -5.7007 1.0256 -2.9620
C 1.9201 -0.9579 5.9882
C 4.4562 -0.5320 3.1000
C -1.7664 5.2491 2.2440
C 4.7025 -2.7423 4.2573
C 5.1634 4.5338 -4.1151
C 4.4852 -2.9707 -0.7019
C -3.5863 0.0396 -1.9833
C 0.8110 2.9895 -6.4126
C 4.7844 -2.0500 0.4656
C -5.1521 -0.9681 0.3199
C 3.2683 1.8802 -0.9260
C -0.2075 -3.6675 -3.5743
C 4.9951 3.3428 -2.9953
C -0.7908 4.1824 1.6922
C -2.7194 -3.5328 -3.9898
C 0.7172 -1.4438 0.6366
C -1.3663 3.5557 -2.1133
H 6.8036 -0.9341 2.4860
H 0.0161 -0.0940 5.3962
H 4.0091 -3.5766 4.1513
H 4.2904 2.5642 -3.2872
H 5.6794 1.2176 0.4401
H 4.2853 5.1792 -4.1364
H -2.5745 -1.6285 4.1113
H -5.2987 0.8963 -3.9668
H -0.7340 -4.0031 6.3617
H -1.6169 2.6489 -1.5628
H -2.6063 -2.5017 -3.6551
H -0.5397 -5.7745 -5.3448
H 0.2107 -5.6248 -2.5886
H -2.5401 4.4243 4.0544
H -4.4215 3.3670 1.1120
H -1.1342 0.4449 -3.6599
H -2.9128 3.4547 0.3050
H 1.4818 0.8118 4.8720
H -2.8690 2.1587 4.3060
H -3.1566 -4.2298 -3.2748
H -0.5731 -3.9437 2.1713
H -0.3834 3.8850 -1.7765
H -4.3448 -4.5817 3.2625
H 5.2579 3.9800 -5.0492
H -4.9639 1.0080 5.3430
H -3.2133 -0.7952 -1.3900
H -4.9520 -1.3628 -3.9516
H 1.0055 -0.5486 1.1877
H -1.3643 6.1255 2.7523
H -6.7499 0.7314 -2.9906
H -5.4746 1.9470 -2.4253
H -0.7316 -2.6099 5.4012
H -2.3994 -5.5451 -5.7034
H 0.3042 3.8219 -6.9008
H 4.6602 2.9503 1.6313
H 4.5979 0.0741 2.2052
H 4.2066 -2.0987 4.9839
H 0.6631 -4.1622 -1.7183
H 5.9796 2.8798 -2.9278
H 4.2121 -1.1519 0.2336
H -3.3672 4.1212 -2.2580
H 1.8112 2.0920 -3.6729
H 5.8152 -1.7008 0.5259
H 0.6273 -3.9255 -4.2260
H 2.7985 3.3660 -5.4010
H -0.9371 2.0856 1.4692
H 4.4780 -2.4524 -1.6607
H 6.1671 -3.3019 5.8981
H -3.8569 4.8726 2.9371
H 6.3569 -4.1940 4.4278
H -2.2346 5.6497 1.3449
H 5.2491 -3.7371 -0.8331
H -3.1061 -0.0353 -2.9589
H 1.5303 -1.7380 -0.0271
H -2.0966 5.5071 -2.4082
H 0.6590 -2.3066 1.3002
H 6.4746 2.5936 -0.2875
H 4.6372 -3.7087 1.8051
H 4.1930 4.4773 0.9545
H 1.2483 3.6432 -3.2386
H -4.0509 -3.4455 1.9442
H -2.6220 4.8807 -0.8787
H -0.3796 -3.6574 -6.4779
H -1.1089 4.1468 -4.3140
H -3.6011 1.8619 0.8752
H -1.9248 -5.2554 4.4565
H 1.4066 2.5995 -7.2380
H 2.7062 2.4568 -1.6606
H 6.7673 -2.6591 2.2162
H -2.0319 -3.0485 -6.4829
H -4.8752 -1.9717 -0.0028
H 5.7996 1.3585 -1.3560
H -2.2410 2.8255 -4.0171
H 2.2727 2.8243 2.1288
H 1.3226 1.5706 0.0230
H -5.4816 0.0999 3.9437
H -5.3157 3.0021 3.7583
H -4.1766 -0.6228 0.6622
H -1.8968 -5.2053 1.9670
H 8.0942 -2.6110 4.1664
H -2.7079 -1.5837 2.3462
H 5.5774 4.4348 -1.3916
H 5.9620 5.2629 -3.9779
H -2.8860 1.0638 3.0426
H -6.0544 0.8324 -0.4578
H -3.4545 1.0415 -1.5747
H -1.0750 -1.9674 3.0566
H -0.0504 1.1577 -2.3734
H -0.1852 -2.6245 -3.2586
H 0.2002 4.2513 2.1409
H -1.4422 -3.5945 -1.2870
H 1.9337 3.7300 0.7745
H 1.1288 -0.6185 4.0075
H 2.7751 0.8087 0.7340
H -2.7273 -3.8766 5.3253
H 3.7011 1.0417 -1.4717
H -6.8112 -0.6708 -1.0528
H 0.0277 0.9995 -6.0193
H -2.0082 -3.7039 1.0618
H 3.7709 4.5218 -1.5847
H -6.3503 -1.7691 -3.0266
H -5.4180 1.8806 2.3834
H 5.1344 -0.1163 3.8452
H 1.0814 -3.5928 4.9713
H -0.6964 4.2726 0.6101
H 3.2064 -2.7153 1.8440
H 0.5787 0.2786 -3.7540
H -0.8305 -2.2080 -5.5463
H 3.4709 -3.3695 -0.6903
H -1.9137 -5.9999 -4.2107
H 3.4152 -0.4298 3.4067
H -4.7283 -2.3298 -2.5185
H -0.9009 2.6414 3.1683
H 1.6874 4.6086 -5.3627
H 7.2869 -1.3172 4.8458
H -4.2459 -2.8956 3.6833
H -1.2810 2.0913 -6.0235
H -3.4735 -3.4586 -4.7733
H -6.5163 1.3063 4.6283
H -6.3160 -2.0387 1.2224